Below is a 3-piece molecular cluster, CH9N2O2 overall, with properties calculated with the ωB97M-V functional and the def2-TZVPD basis.

The geometry in ORCA input format:
```
! wB97M-V def2-TZVPD RIJCOSX def2/J DEFGRID3
* xyz 1 1
N 1.3348 0.7448 0.3032
C 0.8605 1.0410 -0.9490
N -0.2782 0.6975 -1.4516
H 0.7365 0.4528 1.1520
H 2.2352 1.2263 0.3574
H 1.4323 1.7781 -1.5191
H -0.8813 1.3608 -1.8784
H -0.5918 -0.3580 -1.4996
H -0.9617 -2.4738 -1.6436
H -0.3205 -2.2914 -0.0608
O -0.7008 -1.9074 -0.9223
H -1.3946 -0.6438 2.4966
H -0.8096 0.3920 3.2337
O -0.6608 -0.0189 2.3814
*
```

As for the energy: -8251.2436 eV. The calculation puts the HOMO energy at -14.876 eV. The largest force on an atom is 3.8 eV/Å.